{
  "formula": "C12H37ClNO9S",
  "method": "ωB97M-V/def2-TZVPD",
  "e_lumo_ha": 0.07317,
  "charge": -1,
  "orbital_gap_ev": 6.7,
  "elements": ["O", "C", "O", "C", "N", "S", "C", "C", "C", "Cl", "H", "H", "H", "H", "H", "H", "H", "H", "H", "C", "O", "H", "H", "H", "H", "C", "O", "H", "H", "H", "H", "C", "O", "H", "H", "H", "H", "C", "O", "H", "H", "H", "H", "C", "O", "H", "H", "H", "H", "C", "O", "H", "H", "H", "H", "C", "O", "H", "H", "H", "H"],
  "positions_angstrom": [[2.852, -0.040, 3.497], [2.336, 0.428, 2.472], [3.016, 1.064, 1.620], [0.824, 0.145, 2.264], [0.190, 1.084, 1.336], [0.457, 2.725, 1.793], [-1.254, 0.812, 1.156], [-2.142, 1.165, 2.399], [-3.201, 0.099, 2.822], [-2.606, -1.602, 2.809], [0.771, -0.856, 1.790], [0.332, 0.096, 3.257], [0.147, 2.786, 3.133], [-1.330, -0.235, 0.822], [-1.561, 1.431, 0.297], [-1.564, 1.442, 3.292], [-2.718, 2.069, 2.129], [-3.468, 0.326, 3.869], [-4.146, 0.191, 2.266], [2.218, 1.921, -1.879], [1.429, 2.268, -0.758], [1.763, 2.320, -2.787], [3.213, 2.343, -1.763], [2.284, 0.830, -1.963], [1.906, 1.885, 0.002], [-3.718, -4.349, 1.098], [-3.221, -3.737, -0.087], [-4.059, -3.569, 1.771], [-4.557, -5.008, 0.853], [-2.925, -4.923, 1.586], [-2.923, -4.441, -0.672], [2.976, -0.704, -5.060], [2.717, 0.686, -4.919], [2.232, -1.251, -4.485], [2.905, -0.998, -6.113], [3.972, -0.944, -4.678], [3.382, 1.156, -5.431], [5.576, 3.427, 0.162], [4.389, 2.700, -0.086], [5.681, 4.193, -0.608], [5.525, 3.910, 1.143], [6.445, 2.761, 0.126], [4.307, 2.022, 0.608], [6.682, 0.444, 3.223], [6.410, -0.530, 4.219], [7.738, 0.406, 2.956], [6.076, 0.232, 2.339], [6.445, 1.441, 3.605], [5.466, -0.456, 4.417], [-5.406, -0.649, -0.872], [-4.444, 0.364, -0.594], [-5.917, -0.904, 0.057], [-6.136, -0.281, -1.597], [-4.909, -1.535, -1.265], [-4.008, 0.569, -1.427], [-6.344, -2.697, -3.943], [-5.380, -1.686, -3.680], [-6.846, -2.942, -3.009], [-7.083, -2.336, -4.665], [-5.855, -3.593, -4.334], [-4.944, -1.480, -4.514]],
  "nbo_charge": [-0.77, 0.77, -0.83, -0.35, -0.54, 0.17, -0.23, -0.45, -0.36, -0.09, 0.21, 0.18, 0.05, 0.21, 0.21, 0.21, 0.22, 0.20, 0.21, -0.25, -0.77, 0.15, 0.19, 0.14, 0.51, -0.25, -0.72, 0.20, 0.15, 0.16, 0.46, -0.25, -0.71, 0.19, 0.15, 0.16, 0.46, -0.24, -0.75, 0.16, 0.16, 0.15, 0.52, -0.24, -0.75, 0.15, 0.18, 0.16, 0.49, -0.24, -0.73, 0.17, 0.16, 0.19, 0.47, -0.25, -0.72, 0.18, 0.16, 0.16, 0.46]
}


{
  "formula": "C12H37N3O5",
  "method": "ωB97M-V/def2-TZVPD",
  "e_lumo_ha": 0.01258,
  "de_lowest_ev": 1.601,
  "orbital_gap_ev": 9.5,
  "elements": ["C", "O", "C", "C", "C", "N", "H", "H", "H", "H", "H", "H", "H", "H", "H", "H", "H", "C", "O", "C", "C", "C", "N", "H", "H", "H", "H", "H", "H", "H", "H", "H", "H", "H", "C", "O", "C", "C", "C", "N", "H", "H", "H", "H", "H", "H", "H", "H", "H", "H", "H", "O", "H", "H", "O", "H", "H"],
  "positions_angstrom": [[-5.280, 4.030, -2.310], [-4.512, 3.051, -1.578], [-5.188, 1.831, -1.340], [-4.347, 0.753, -0.573], [-3.986, 1.202, 0.820], [-3.012, 0.613, -1.182], [-4.812, 5.011, -2.222], [-6.271, 4.084, -1.860], [-5.351, 3.659, -3.332], [-6.099, 2.097, -0.805], [-5.517, 1.319, -2.245], [-5.010, -0.110, -0.513], [-3.436, 2.142, 0.778], [-3.321, 0.452, 1.248], [-4.821, 1.445, 1.477], [-3.103, 0.154, -2.077], [-2.500, 1.480, -1.267], [1.388, -1.449, 3.299], [2.106, -1.479, 4.512], [3.450, -1.832, 4.317], [4.245, -1.273, 5.515], [4.370, 0.276, 5.530], [5.607, -1.758, 5.699], [1.386, -2.457, 2.885], [1.852, -0.788, 2.566], [0.332, -1.181, 3.307], [3.424, -2.910, 4.163], [3.833, -1.326, 3.430], [3.679, -1.636, 6.372], [4.845, 0.617, 4.610], [4.939, 0.623, 6.392], [3.409, 0.787, 5.592], [6.123, -1.624, 4.841], [5.688, -2.716, 6.007], [-0.211, -2.944, -3.412], [-0.033, -1.612, -3.910], [0.689, -0.621, -3.164], [0.893, 0.576, -4.166], [1.812, 1.674, -3.615], [-0.420, 1.122, -4.454], [-0.869, -2.942, -2.543], [0.716, -3.455, -3.148], [-0.745, -3.600, -4.100], [0.231, -0.342, -2.216], [1.702, -1.003, -3.035], [1.268, 0.313, -5.155], [1.371, 2.094, -2.711], [1.941, 2.474, -4.344], [2.759, 1.261, -3.268], [-0.857, 1.469, -3.612], [-0.945, 0.321, -4.777], [2.199, -1.416, -0.354], [2.482, -1.982, 0.364], [2.923, -1.443, -0.980], [-0.410, -1.164, 0.533], [-1.046, -0.807, -0.087], [0.436, -1.060, 0.096]],
  "nbo_charge": [-0.24, -0.56, -0.07, -0.07, -0.62, -0.87, 0.20, 0.17, 0.17, 0.16, 0.15, 0.20, 0.21, 0.22, 0.20, 0.36, 0.38, -0.26, -0.55, -0.07, -0.07, -0.61, -0.84, 0.15, 0.16, 0.22, 0.17, 0.15, 0.19, 0.19, 0.22, 0.22, 0.35, 0.36, -0.24, -0.57, -0.07, -0.06, -0.62, -0.83, 0.17, 0.17, 0.19, 0.17, 0.15, 0.20, 0.20, 0.23, 0.20, 0.34, 0.37, -0.95, 0.48, 0.48, -0.97, 0.48, 0.48]
}


{
  "formula": "C12H37O8V2",
  "method": "ωB97M-V/def2-TZVPD",
  "e_lumo_ha": [-0.14356, -0.15153],
  "de_lowest_ev": 0.000,
  "charge": 1,
  "spin_multiplicity": 7,
  "orbital_gap_ev": [6.3, 7.2],
  "elements": ["V", "V", "C", "O", "H", "H", "H", "C", "O", "H", "H", "H", "O", "H", "C", "C", "O", "H", "H", "H", "H", "H", "H", "C", "C", "O", "H", "H", "H", "H", "H", "H", "C", "C", "O", "H", "H", "H", "H", "H", "H", "C", "C", "O", "H", "H", "H", "H", "H", "H", "C", "C", "O", "H", "H", "H", "H", "H", "H"],
  "positions_angstrom": [[-1.497, -1.338, 0.665], [0.203, -0.789, -2.126], [2.180, 1.737, -2.379], [1.595, 0.532, -2.722], [3.211, 1.610, -2.020], [2.252, 2.401, -3.255], [1.599, 2.294, -1.622], [-2.370, -3.104, -1.688], [-1.419, -2.136, -1.373], [-3.272, -2.673, -2.152], [-2.019, -3.871, -2.386], [-2.755, -3.621, -0.791], [0.172, -0.406, -0.059], [0.555, 0.441, 0.191], [-0.129, 1.563, 3.276], [-1.341, 0.653, 3.241], [-0.973, -0.662, 2.708], [0.313, 1.574, 2.280], [0.603, 1.183, 3.990], [-0.414, 2.573, 3.561], [-2.104, 1.071, 2.588], [-1.761, 0.507, 4.236], [-0.369, -1.066, 3.340], [-0.297, -5.367, 0.724], [-0.353, -4.351, 1.832], [-0.240, -2.999, 1.362], [0.721, -5.480, 0.344], [-0.915, -5.159, -0.151], [-0.613, -6.348, 1.086], [0.447, -4.559, 2.546], [-1.269, -4.443, 2.420], [0.701, -2.722, 1.464], [3.833, 0.009, 1.483], [3.457, -1.434, 1.209], [2.084, -1.710, 1.483], [3.547, 0.291, 2.499], [3.351, 0.717, 0.803], [4.911, 0.118, 1.362], [4.083, -2.102, 1.797], [3.668, -1.666, 0.157], [1.510, -1.139, 0.945], [-1.092, 2.097, -4.369], [-2.154, 1.603, -3.421], [-1.558, 0.705, -2.436], [-0.398, 1.336, -4.717], [-0.504, 2.883, -3.890], [-1.572, 2.557, -5.235], [-2.946, 1.064, -3.950], [-2.667, 2.412, -2.896], [-2.054, 0.793, -1.619], [-0.198, 4.728, 0.267], [-0.678, 3.349, -0.081], [-1.757, 3.022, 0.834], [-0.015, 4.781, 1.341], [-0.952, 5.480, 0.042], [0.728, 4.937, -0.264], [0.156, 2.645, 0.019], [-1.093, 3.308, -1.091], [-2.132, 2.171, 0.597]],
  "nbo_charge": [1.50, 1.48, -0.21, -0.96, 0.16, 0.16, 0.12, -0.23, -0.98, 0.16, 0.18, 0.14, -1.20, 0.49, -0.63, -0.06, -0.79, 0.20, 0.22, 0.25, 0.18, 0.20, 0.51, -0.64, -0.07, -0.81, 0.22, 0.22, 0.23, 0.19, 0.18, 0.53, -0.64, -0.06, -0.79, 0.21, 0.20, 0.23, 0.19, 0.17, 0.49, -0.64, -0.06, -0.76, 0.23, 0.22, 0.23, 0.18, 0.18, 0.47, -0.63, -0.06, -0.72, 0.22, 0.22, 0.23, 0.14, 0.17, 0.44]
}


{
  "formula": "C12H38BF4O13",
  "method": "ωB97M-V/def2-TZVPD",
  "e_lumo_ha": 0.09525,
  "de_lowest_ev": 0.000,
  "charge": -1,
  "orbital_gap_ev": 9.9,
  "elements": ["B", "F", "F", "F", "F", "O", "H", "H", "C", "C", "O", "O", "H", "H", "H", "H", "H", "H", "C", "C", "O", "O", "H", "H", "H", "H", "H", "H", "C", "C", "O", "O", "H", "H", "H", "H", "H", "H", "C", "C", "O", "O", "H", "H", "H", "H", "H", "H", "C", "C", "O", "O", "H", "H", "H", "H", "H", "H", "C", "C", "O", "O", "H", "H", "H", "H", "H", "H"],
  "positions_angstrom": [[0.008, -0.288, 0.402], [-0.500, -0.660, -0.849], [-0.734, 0.800, 0.903], [-0.155, -1.344, 1.346], [1.373, -0.024, 0.352], [1.483, -2.680, 3.157], [1.635, -1.840, 3.599], [0.937, -2.440, 2.392], [1.797, -2.679, -2.096], [2.605, -3.003, -0.859], [2.769, -4.417, -0.730], [0.433, -3.055, -1.961], [2.226, -3.201, -2.955], [1.867, -1.606, -2.295], [2.022, -2.649, -0.001], [3.579, -2.504, -0.868], [2.881, -4.628, 0.198], [-0.003, -2.266, -1.613], [5.189, 0.589, 1.402], [4.569, 1.359, 0.266], [3.868, 0.534, -0.648], [4.152, 0.129, 2.269], [5.873, 1.273, 1.917], [5.738, -0.261, 0.993], [5.302, 1.893, -0.350], [3.926, 2.170, 0.631], [3.051, 0.252, -0.208], [4.280, -0.814, 2.398], [-4.019, -1.197, -0.695], [-3.936, -1.727, 0.729], [-2.778, -2.514, 0.983], [-3.260, -0.023, -0.928], [-5.079, -0.968, -0.851], [-3.727, -1.966, -1.418], [-4.759, -2.444, 0.815], [-4.037, -0.948, 1.489], [-1.992, -1.974, 1.136], [-2.352, -0.232, -0.671], [-2.683, 0.564, 5.398], [-2.042, 0.069, 4.108], [-2.300, 1.073, 3.150], [-4.047, 0.889, 5.174], [-2.159, 1.482, 5.700], [-2.648, -0.143, 6.225], [-2.491, -0.889, 3.816], [-0.975, -0.126, 4.251], [-1.709, 0.952, 2.391], [-4.109, 1.269, 4.290], [-1.800, 1.026, -4.140], [-0.837, -0.137, -3.971], [0.180, -0.133, -4.968], [-2.653, 0.848, -5.265], [-1.238, 1.954, -4.239], [-2.417, 1.063, -3.234], [-1.425, -1.061, -4.041], [-0.355, -0.062, -3.003], [-0.267, -0.073, -5.819], [-3.401, 0.295, -5.032], [1.178, 3.359, -0.467], [-0.211, 3.406, -1.047], [-0.686, 4.736, -1.176], [2.201, 4.077, -1.141], [1.521, 2.320, -0.408], [1.106, 3.605, 0.602], [-0.857, 2.753, -0.454], [-0.187, 2.908, -2.029], [-1.570, 4.690, -1.548], [2.651, 4.637, -0.508]],
  "nbo_charge": [1.36, -0.57, -0.57, -0.59, -0.56, -0.97, 0.46, 0.50, -0.09, -0.09, -0.73, -0.73, 0.17, 0.18, 0.17, 0.16, 0.47, 0.48, -0.09, -0.08, -0.74, -0.73, 0.15, 0.17, 0.17, 0.16, 0.50, 0.48, -0.09, -0.09, -0.74, -0.74, 0.16, 0.17, 0.17, 0.18, 0.49, 0.48, -0.07, -0.09, -0.77, -0.74, 0.15, 0.17, 0.16, 0.17, 0.51, 0.48, -0.10, -0.09, -0.72, -0.74, 0.18, 0.19, 0.16, 0.20, 0.46, 0.47, -0.09, -0.10, -0.72, -0.72, 0.19, 0.16, 0.19, 0.15, 0.47, 0.47]
}


For the records above, the corresponding E values read -2069.61997 -1019.77048 -2969.09048 -1882.71301 Eh.